Entry 1:
The following is a quantum chemistry calculation of a molecular structure, C36H41N5SeTm, from the Open Molecules 2025 dataset.

Structure (XYZ):
```
84
Properties=species:S:1:pos:R:3:forces:R:3
Tm -0.3877 0.5351 -0.6259 0.83 -0.33 1.70
Se 1.9568 1.8187 1.1741 0.28 0.29 -0.05
N 0.8327 3.6505 3.1779 0.16 0.58 0.80
N -0.3527 -2.0025 -3.2146 0.21 0.85 -0.82
N 0.7107 -0.1914 -2.6970 -0.80 -0.91 -0.85
N 3.2324 -1.2286 -1.0560 -2.77 1.12 1.11
N 3.0010 3.4987 3.3281 0.15 0.43 0.72
C -2.2315 -3.5167 -3.6082 0.36 -0.46 0.64
C -2.5151 -0.1945 0.6625 -0.16 1.18 -0.44
C -3.2727 -6.5474 -1.5248 -0.09 -0.17 0.07
C 2.5611 4.1435 4.4991 0.64 -1.28 -0.87
C 4.3759 3.0916 3.1203 -0.19 0.14 0.08
C 5.0620 0.7686 -0.5426 0.26 -0.34 -0.05
C -2.4381 -1.4937 1.3916 -0.22 -0.33 0.29
C 0.9549 -3.8481 -1.5097 0.64 -0.15 0.67
C 1.1834 4.2206 4.4096 -0.91 -1.09 -1.00
C 3.9778 1.0224 -1.3675 -0.11 0.18 0.16
C 1.0316 4.6851 6.7345 1.11 0.29 0.58
C 0.4610 -0.1385 -4.1012 0.65 -0.20 1.05
C 3.9870 -1.3005 0.0343 1.63 0.57 -0.23
C -2.6066 1.3948 -1.0332 -0.90 -0.40 1.61
C -2.0357 1.0405 1.1912 -0.66 0.21 -1.16
C 5.0151 -0.3635 0.2891 -0.43 -0.29 -0.07
C 1.9318 3.0887 2.5605 -0.31 0.03 -0.40
C 0.0625 -1.2763 -2.1465 0.64 0.45 -0.49
C -3.5503 -1.0153 -1.5481 -0.01 -0.53 -0.16
C 0.3737 4.4578 5.5152 -0.47 0.36 -0.30
C -0.1611 -1.2889 -4.4038 0.16 -0.31 -0.08
C 3.2297 4.3478 5.7056 0.76 0.20 -0.31
C 2.4348 4.6474 6.8236 -1.27 0.32 0.49
C -0.9731 -3.2542 -3.0384 -1.01 -0.24 0.55
C -2.4823 1.9948 -2.3874 -0.14 0.24 -0.33
C -1.3186 3.3019 0.1552 0.46 0.45 0.02
C -2.9512 -4.6204 -3.1234 0.38 0.07 0.03
C -2.9469 0.0364 -0.6805 0.70 0.74 0.17
C 2.9523 0.0496 -1.4526 -0.18 0.16 -0.88
C -1.3438 1.1543 2.4974 0.63 -0.07 0.57
C -2.8631 -2.6216 -4.6247 -0.48 0.17 -0.35
C 1.5851 0.5543 -1.8326 2.64 0.10 -1.28
C -2.0927 2.0347 0.1510 -0.85 -1.37 0.24
C -0.4150 -4.0794 -2.0472 -0.47 -0.51 -0.22
C -1.1734 -5.1565 -1.5841 -0.30 0.16 -0.37
C -2.4525 -5.4193 -2.0930 0.15 0.14 -0.14
H -1.4130 2.1071 -2.6721 -0.25 0.03 -0.15
H 0.7467 0.7014 -4.7117 0.21 -0.14 0.00
H -3.5033 -6.3751 -0.4626 0.05 -0.02 -0.29
H 5.9262 1.4424 -0.5415 -0.39 -0.15 0.21
H 1.0899 -2.8561 -1.0608 0.01 -0.46 -0.17
H -2.4684 -2.3545 0.7116 -0.06 0.16 0.09
H -3.7002 -0.6705 -2.5774 0.00 -0.02 0.19
H -2.9152 3.0059 -2.4228 0.10 -0.24 -0.14
H 1.1610 -4.5955 -0.7365 0.05 0.02 -0.11
H -1.5281 3.8903 1.0603 0.07 0.04 -0.25
H 4.5372 2.0466 3.4201 -0.07 0.16 -0.08
H -2.8828 -1.8905 -1.5829 -0.25 0.12 -0.11
H -2.4284 -2.7542 -5.6262 -0.09 0.06 0.24
H -4.2202 -6.6529 -2.0680 0.21 -0.02 0.15
H 0.4460 4.8853 7.6319 0.16 -0.02 -0.17
H 4.3153 4.2594 5.7455 -0.32 0.00 0.22
H -0.2146 3.0977 0.1706 -0.56 0.33 -0.03
H -3.9415 -4.8225 -3.5406 0.26 0.04 0.16
H 3.8324 1.9785 -1.8945 0.27 -0.53 0.39
H -1.6530 0.3420 3.1693 -0.04 0.38 0.02
H -2.7267 -7.4994 -1.5873 -0.16 0.19 0.00
H -3.2529 -1.6019 2.1256 0.15 -0.12 -0.14
H -2.7980 -1.5576 -4.3600 0.12 -0.31 -0.06
H 3.7738 -2.1066 0.7503 0.57 -0.22 -0.66
H -2.9610 1.3752 -3.1533 0.09 0.14 0.05
H -0.2427 1.0517 2.3598 -0.59 0.13 0.32
H 5.7533 -0.5751 1.0679 -0.34 0.30 -0.21
H -1.5347 3.9136 -0.7322 0.00 -0.02 0.32
H 2.9069 4.8456 7.7865 -0.11 -0.09 -0.21
H -4.5225 -1.3847 -1.1734 0.26 0.25 -0.10
H -1.4945 -1.5602 1.9531 -0.22 -0.06 -0.09
H -1.5149 2.1225 2.9901 -0.13 -0.32 -0.02
H -0.7074 4.4421 5.3909 0.18 -0.01 0.28
H 4.9963 3.7425 3.7444 0.02 -0.15 -0.23
H -0.7712 -5.8040 -0.8009 -0.06 0.22 -0.20
H -0.4124 -1.6943 -5.3675 -0.15 0.05 0.04
H 1.6361 1.6096 -2.1311 0.09 -0.18 -0.19
H 1.7310 -3.9494 -2.2785 -0.20 0.09 0.02
H -0.1152 3.5337 2.8534 0.37 -0.13 0.08
H -3.9285 -2.8761 -4.6927 0.21 0.11 -0.08
H 4.6499 3.2079 2.0653 -0.10 -0.08 0.24
```
Forces are in eV/Å.

Values from the calculation:
Electronic energy (eV): -140320.7872
<S²>: 2.061
Charge: -1
Kohn-Sham gap (alpha / beta) (eV): 2.83 / 4.96
Highest occupied orbital energy (alpha / beta) (hartree): -0.0199 / -0.0982
Multiplicity: 3

---

Entry 2:
The following is a quantum chemistry calculation of a molecular structure, C36H42BCuN12OTe, from the Open Molecules 2025 dataset.

Structure (XYZ):
```
94
Properties=species:S:1:pos:R:3:forces:R:3
Te -0.9144 0.9363 -0.2585 -0.39 0.88 -0.54
Cu 0.1210 -0.5956 1.8279 0.37 -0.02 0.00
O -0.9900 0.6084 2.9518 -0.26 0.46 -0.07
N -1.6645 -2.0346 1.9691 -0.05 -0.37 -0.01
N 2.0135 0.1377 1.1069 -0.14 0.14 0.30
N -1.3513 2.1422 1.2321 0.00 0.33 -0.12
N 4.2305 -3.8520 -0.0361 -0.04 0.02 -0.22
N -3.4211 -3.9785 1.0487 0.10 -0.16 0.04
N 1.2929 -1.6297 3.2421 -0.12 -0.20 0.08
N 1.5097 -2.7927 0.2451 0.21 -0.31 -0.14
N 2.0877 -2.5559 2.6757 0.27 -0.17 0.25
N 3.9029 -3.1505 1.0677 0.00 -0.13 0.34
N 2.9475 -0.8364 1.0413 0.12 -0.01 -0.19
N 0.4995 -1.9665 -0.0987 -0.01 -0.19 0.02
N -1.9984 -5.6278 1.7986 0.09 -0.04 0.02
C 5.9061 -3.9894 1.4667 0.04 -0.01 0.01
C 1.4811 -3.3750 4.6346 -0.06 0.05 0.05
C -4.1774 2.1864 0.4456 -0.06 0.07 -0.08
C -4.6054 2.3399 -3.3061 0.03 -0.03 -0.08
C -1.3557 1.7160 2.4823 0.01 -0.15 0.24
C 2.6608 1.2934 1.1210 0.07 -0.04 -0.10
C 4.9004 -3.2166 1.9885 0.05 -0.04 -0.03
C -2.8038 -1.7051 1.3528 -0.15 0.02 0.04
C 2.2155 -3.6232 3.4930 -0.07 0.04 0.04
C 4.1783 -0.2837 0.9824 0.04 0.16 -0.02
C -2.2882 -4.3070 1.6645 -0.20 0.16 -0.08
C -5.6494 2.8144 -4.2795 0.06 -0.01 0.07
C 1.8616 0.3733 -2.0286 0.01 0.12 0.07
C 0.1431 3.7209 -1.2497 -0.19 -0.01 0.04
C 1.5633 1.8364 -1.8364 -0.09 -0.08 0.01
C -1.9231 2.7265 3.4672 0.17 -0.11 -0.06
C 0.3905 2.3386 -1.2390 0.26 -0.02 -0.09
C -4.7911 2.4601 -1.9363 0.00 0.02 -0.06
C -1.1424 4.3876 -0.8235 0.10 -0.08 -0.09
C 1.1201 4.5703 -1.7651 0.03 -0.08 0.01
C 0.0898 -4.0182 -0.9207 0.02 -0.05 -0.03
C -0.3511 -2.6960 -0.8117 0.11 -0.02 0.01
C -1.4098 -3.3136 2.1415 0.02 0.06 0.02
C 4.0416 1.0862 1.0273 0.05 -0.03 0.01
C 2.3124 4.1009 -2.2888 -0.02 0.05 -0.02
C 2.5008 2.7286 -2.3389 0.00 0.05 -0.01
C -2.4492 1.3199 -2.8668 0.08 -0.02 0.14
C -2.6163 1.5286 -1.4867 -0.04 -0.23 -0.29
C 1.2807 -4.0362 -0.2260 -0.10 0.03 -0.02
C -1.2363 0.6516 -3.4651 -0.08 0.14 0.07
C -3.4379 1.7424 -3.7495 -0.08 0.04 0.05
C 3.3611 5.0438 -2.8110 -0.06 -0.07 0.01
C 0.9182 -2.1070 4.4198 0.11 -0.19 0.03
C 5.4265 -4.3615 0.1963 0.00 0.07 0.03
C -3.8339 2.0507 -1.0170 0.18 -0.05 0.26
C -3.6727 -2.6786 0.9054 0.05 0.02 0.03
B 2.6189 -2.3399 1.2246 -0.24 0.15 -0.11
H 1.6734 0.0849 -3.0659 -0.03 0.01 0.00
H 1.9833 -4.8334 -0.0653 0.05 0.01 0.00
H 3.4099 2.3307 -2.7788 0.00 -0.02 0.02
H -5.7329 3.9024 -4.2528 -0.03 0.00 -0.01
H -3.7365 3.0871 0.8724 0.02 -0.04 0.05
H -0.8364 -0.1267 -2.8138 0.10 -0.05 -0.04
H 0.2602 -1.5343 5.0539 0.00 0.04 -0.06
H -1.2130 -5.9153 2.3511 -0.01 -0.04 0.00
H 2.1237 2.2277 1.1759 -0.09 -0.04 0.00
H -3.0244 -0.6490 1.2533 -0.02 -0.01 -0.01
H 1.2715 -0.2668 -1.3822 0.02 -0.15 0.03
H -5.2593 2.2419 0.5684 0.00 -0.02 -0.04
H -0.3819 -4.8367 -1.4369 0.01 0.00 0.01
H 4.8237 1.8250 1.0021 0.00 -0.02 -0.02
H -5.3890 2.5197 -5.2950 -0.05 0.01 -0.02
H -1.6813 4.7236 -1.7136 0.00 -0.02 0.01
H -0.9196 5.2670 -0.2183 -0.03 -0.01 0.03
H -1.6984 3.7435 3.1547 -0.05 0.01 0.01
H -0.4497 1.3836 -3.6526 0.08 -0.05 0.02
H -4.6069 -2.4242 0.4176 0.03 0.07 -0.01
H -2.7028 -6.3000 1.5558 -0.01 0.01 0.01
H 1.3744 -4.0054 5.5009 0.03 -0.01 -0.02
H -0.4944 -3.5801 2.6608 0.03 0.00 -0.05
H 4.8285 -2.7040 2.9342 -0.04 -0.01 -0.02
H 3.0698 6.0800 -2.6466 0.04 0.01 -0.01
H -1.2552 -2.2564 -1.2076 -0.01 0.06 0.04
H 4.3148 4.8659 -2.3123 0.02 0.04 -0.02
H -3.8076 1.3419 1.0207 -0.04 0.02 0.10
H -1.7751 3.7282 -0.2513 -0.11 0.06 0.12
H 2.9145 0.1762 -1.8222 -0.02 -0.03 0.06
H -1.5140 2.5249 4.4547 -0.02 0.04 0.01
H 3.5134 4.8952 -3.8814 0.03 0.02 0.00
H -5.7198 2.8817 -1.5652 0.00 -0.03 0.03
H 6.8432 -4.2508 1.9274 -0.01 0.02 0.01
H -6.6282 2.3996 -4.0359 -0.01 0.02 -0.02
H -3.0068 2.6018 3.5087 -0.01 0.01 -0.02
H 5.0695 -0.8832 0.9129 -0.05 -0.06 -0.01
H -1.4936 0.1853 -4.4154 -0.02 -0.02 0.02
H 5.9054 -4.9732 -0.5517 -0.02 -0.01 -0.01
H -3.2908 1.5886 -4.8133 0.02 -0.02 0.01
H 2.8207 -4.4741 3.2270 0.01 0.04 -0.06
H 0.9249 5.6375 -1.7550 0.00 0.00 0.01
```
Forces are in eV/Å.

Values from the calculation:
Electronic energy (eV): -110554.1538
Kohn-Sham gap (eV): 7.84
Highest occupied orbital energy (hartree): -0.2698

---

Entry 3:
The following is a quantum chemistry calculation of a molecular structure, C36H42BrN7OTi, from the Open Molecules 2025 dataset.

Structure (XYZ):
```
88
Properties=species:S:1:pos:R:3:forces:R:3
Br 1.9758 -1.1124 1.5320 0.02 0.00 0.00
Ti -0.4904 -0.4786 -1.0549 -0.22 -0.47 0.31
O -1.2690 -1.5792 0.4621 0.00 0.47 -0.22
N 0.2957 0.1276 -2.8397 -0.06 0.03 0.15
N 0.3108 -2.2202 -1.9552 0.02 -0.01 -0.02
N -2.2535 0.8582 -1.1920 0.20 -0.08 -0.03
N 0.0863 0.3277 2.9411 -0.01 0.01 0.01
N -2.6288 -1.7654 2.2477 0.04 -0.04 -0.02
N 0.0412 1.2857 0.1639 -0.15 0.02 0.01
N -0.9234 -3.2809 1.8882 0.02 -0.02 -0.02
C -4.0714 2.8777 -1.8110 -0.03 0.00 -0.02
C -1.3799 4.7639 -0.0723 0.00 0.03 0.02
C -4.3255 1.5765 -2.1486 -0.05 0.05 -0.01
C 0.2406 -3.5152 -1.3427 -0.07 0.01 -0.02
C -0.8221 2.4166 -0.0921 0.02 0.08 -0.17
C 1.1003 -0.4934 3.1117 -0.02 0.03 0.02
C 0.9091 -0.4406 5.4633 0.00 0.00 0.01
C 0.9170 -2.0832 -3.1268 -0.02 0.01 -0.03
C 0.0505 1.4698 -3.2921 0.01 0.03 -0.10
C -0.5116 3.7006 0.2521 0.06 -0.08 0.15
C 1.5236 -0.4033 -4.9508 -0.02 -0.01 0.03
C -0.5321 0.7821 4.0384 0.00 0.00 -0.03
C -1.3611 3.0062 -4.4732 -0.03 0.01 0.01
C -2.0146 2.1471 -0.7970 0.13 0.14 -0.06
C -0.5798 4.0629 -4.0254 -0.01 0.04 -0.02
C 1.2259 -5.3000 -0.0833 0.03 -0.01 0.02
C 1.5352 -3.1980 -3.9057 0.01 0.00 0.01
C 0.0182 -5.9779 -0.0897 0.01 -0.04 0.01
C -1.0569 1.6978 -4.1249 0.02 -0.03 0.02
C -0.8769 1.0113 6.5223 0.00 0.01 -0.01
C -1.0782 -5.4294 -0.7416 -0.03 0.01 0.00
C 1.3652 -4.0667 -0.7232 0.03 -0.01 -0.02
C -2.1691 -3.6252 -2.1085 0.05 -0.09 0.00
C -2.8865 3.2049 -1.1158 -0.10 -0.11 0.03
C 1.5637 -0.9209 4.3422 0.02 -0.04 0.01
C -1.8633 0.5586 -4.6911 0.03 0.06 -0.03
C 0.8773 2.5150 -2.8767 0.02 -0.07 0.00
C -2.5457 4.5235 -0.7376 -0.05 0.07 -0.01
C -0.1652 0.4365 5.3315 -0.02 0.01 0.01
C 0.5370 3.8139 -3.2497 0.00 0.02 0.03
C 2.7245 -3.4231 -0.7996 -0.01 -0.02 0.02
C -3.3762 0.5962 -1.8283 -0.06 -0.02 0.01
C -0.9871 -4.1935 -1.3686 0.02 0.02 -0.04
C 2.1559 2.2764 -2.1142 -0.02 0.07 -0.04
C -1.6001 -2.1988 1.5097 0.06 -0.14 -0.01
C 0.9088 -0.7517 -3.6350 -0.01 0.09 -0.06
H -2.8563 0.8959 -4.9861 0.01 0.00 0.01
H -0.7841 0.3587 7.3887 -0.01 0.00 -0.01
H -2.2136 3.1974 -5.1159 0.03 -0.01 0.02
H -1.2389 -3.8620 2.6457 0.01 -0.01 0.02
H -1.9923 -3.6247 -3.1866 0.00 0.03 0.01
H -3.2216 5.3330 -0.9870 0.03 -0.03 0.01
H 2.5674 -0.7231 -4.9829 -0.02 0.00 0.00
H 1.2381 -0.7476 6.4489 0.00 0.01 -0.01
H -4.7717 3.6651 -2.0671 0.02 -0.04 0.00
H 3.2749 -3.5695 0.1292 0.01 0.00 -0.01
H -3.1260 -0.9491 1.9439 -0.03 0.06 -0.02
H 1.4833 0.6674 -5.1348 0.00 0.01 -0.01
H 1.1700 4.6362 -2.9337 -0.02 -0.03 -0.01
H 1.0104 -0.9137 -5.7699 0.01 0.01 0.01
H -1.3804 0.1582 -5.5861 0.00 -0.01 0.00
H -0.4496 1.9795 6.7906 0.00 -0.02 0.00
H -0.2330 -3.6631 1.2518 -0.03 0.04 0.04
H -3.5409 -0.4350 -2.1170 -0.01 -0.03 -0.02
H -2.3743 -2.5944 -1.8128 -0.03 0.06 0.02
H 1.0096 1.5669 0.0582 0.16 0.02 -0.02
H -1.1119 5.7722 0.2138 0.00 -0.02 0.00
H -2.0171 -5.9707 -0.7712 0.04 0.02 0.00
H 2.6206 -3.0734 -3.9573 -0.03 -0.01 0.00
H -3.0642 -4.2156 -1.9171 0.02 0.02 -0.01
H -0.8297 5.0790 -4.3061 0.02 -0.05 0.01
H -1.3625 1.4600 3.8666 0.03 -0.01 0.01
H 2.0917 -5.7407 0.3988 -0.04 0.02 -0.01
H 2.2350 1.2586 -1.7360 0.01 -0.04 0.03
H 3.0162 2.4382 -2.7671 0.00 0.00 0.01
H -2.9386 -2.2414 3.0762 -0.01 -0.02 0.01
H 0.4105 3.9054 0.7854 -0.01 0.00 -0.03
H 2.2609 2.9849 -1.2878 0.00 -0.03 -0.01
H 2.6707 -2.3555 -1.0120 0.01 0.00 0.01
H -0.0497 0.9818 1.1536 0.00 -0.02 0.01
H -1.9364 1.1645 6.3175 0.02 0.00 0.00
H 1.3198 -4.1679 -3.4646 0.00 0.00 0.00
H 1.1662 -3.1931 -4.9329 0.01 0.01 0.01
H -0.0640 -6.9443 0.3923 0.00 0.04 -0.01
H -5.2285 1.2939 -2.6710 0.02 0.00 0.01
H -1.9680 -0.2674 -3.9884 0.00 -0.04 0.01
H 2.4038 -1.5963 4.4176 -0.01 0.01 0.00
H 3.3144 -3.8846 -1.5956 -0.02 0.01 0.01
```
Forces are in eV/Å.

Values from the calculation:
Electronic energy (eV): -143643.0813
<S²>: 2.009
Charge: +2
Kohn-Sham gap (alpha / beta) (eV): 6.62 / 7.89
Highest occupied orbital energy (alpha / beta) (hartree): -0.4464 / -0.4995
Multiplicity: 3

---

Q: The highest electronic energy belongs to which entry?
A: C36H42BCuN12OTe

---

Q: Which of these has the lowest electronic energy?
A: C36H42BrN7OTi